Entry from the OMol25 dataset: a gas-phase ion, C12H16NO (charge +1) at a distorted geometry (ωB97M-V/def2-TZVPD).

XYZ file:
```
30
Properties=species:S:1:pos:R:3
C 1.51 -0.89 -3.41
C 0.14 -0.69 -3.13
C 2.37 -1.14 -2.36
C -0.35 -0.86 -1.86
C 1.95 -1.09 -1.08
C 0.57 -1.03 -0.82
C -1.03 2.09 0.48
C 0.39 2.00 -0.15
C -1.14 -0.47 1.15
C -0.58 0.94 1.50
C 0.10 -1.12 0.53
C -1.56 -1.21 2.50
N 0.78 1.10 0.92
O 0.74 -1.91 1.35
H 1.94 -0.68 -4.40
H -0.52 -0.38 -3.90
H 3.47 -1.27 -2.59
H -1.45 -0.75 -1.72
H 2.65 -1.06 -0.30
H -1.30 3.08 0.93
H -1.91 1.75 -0.13
H 0.49 1.41 -1.18
H 0.95 2.96 -0.22
H -1.89 -0.60 0.38
H -0.68 1.21 2.53
H -0.90 -1.03 3.35
H -1.60 -2.24 2.20
H -2.61 -1.03 2.74
H 1.48 1.62 1.49
H 1.74 -2.20 1.13
```

The total energy is -16231.996 eV. Its charge is +1. Its molar mass is 190.27 g/mol. The HOMO energy comes out at -12.775 eV. Its lowest unoccupied orbital energy is -0.169 hartree. The gap between HOMO and LUMO is 8.178 eV. The energy relative to the best compared isomer or geometry (same formula, charge and spin) comes out at 1.401 eV.

---

Entry from the OMol25 dataset: 11 unconnected molecules or ions with the total composition C15H37Br8N7O14 at a distorted geometry (ωB97M-V/def2-TZVPD).

XYZ file:
```
81
Properties=species:S:1:pos:R:3
C 1.09 -6.29 -5.31
N 1.80 -5.38 -4.35
O 1.61 -5.55 -3.18
O 2.56 -4.56 -4.81
H 0.89 -5.73 -6.21
H 0.20 -6.58 -4.77
H 1.72 -7.14 -5.51
C -2.21 -6.24 -3.50
N -3.25 -7.30 -3.58
O -3.11 -8.14 -4.47
O -4.14 -7.30 -2.76
H -1.25 -6.72 -3.37
H -2.47 -5.59 -2.68
H -2.27 -5.68 -4.43
C 0.79 -15.57 -1.64
N 1.42 -15.40 -0.30
O 2.56 -15.82 -0.14
O 0.75 -14.85 0.54
H 0.08 -16.39 -1.54
H 1.49 -15.66 -2.46
H 0.22 -14.66 -1.82
C -0.96 -8.65 -8.92
N -0.57 -8.72 -7.49
O 0.09 -9.68 -7.16
O -0.96 -7.83 -6.75
H -1.59 -9.52 -9.10
H -0.04 -8.71 -9.49
H -1.51 -7.73 -9.07
C 4.64 -11.39 -3.16
N 5.81 -11.51 -4.09
O 5.59 -11.92 -5.22
O 6.88 -11.20 -3.68
H 4.54 -12.31 -2.60
H 3.82 -11.16 -3.81
H 4.88 -10.53 -2.55
C -2.19 -13.32 -8.92
N -1.18 -12.39 -8.35
O -1.22 -12.17 -7.19
O -0.41 -11.90 -9.11
H -2.59 -13.95 -8.13
H -1.71 -13.91 -9.69
H -2.99 -12.70 -9.33
C 0.81 -7.28 -0.18
N -0.49 -7.98 -0.21
O -0.72 -8.79 0.60
O -1.23 -7.68 -1.11
H 1.18 -7.33 0.83
H 0.67 -6.26 -0.51
H 1.48 -7.82 -0.84
Br 1.59 -9.05 -3.28
C -0.06 -10.00 -3.66
C 0.20 -11.30 -4.32
Br 1.32 -12.55 -3.35
H -0.63 -9.41 -4.38
H -0.65 -10.06 -2.75
H 0.72 -11.12 -5.26
H -0.76 -11.76 -4.57
Br 2.85 -13.90 -8.25
C 3.09 -12.42 -6.99
C 3.21 -11.15 -7.78
Br 3.59 -9.66 -6.61
H 4.00 -12.66 -6.45
H 2.24 -12.45 -6.32
H 2.26 -10.92 -8.27
H 3.96 -11.23 -8.56
Br -3.44 -13.23 -4.73
C -2.12 -14.54 -4.19
C -2.24 -15.83 -4.95
Br -3.96 -16.70 -4.73
H -2.25 -14.69 -3.12
H -1.13 -14.13 -4.36
H -1.49 -16.54 -4.62
H -2.13 -15.68 -6.02
Br -1.75 -12.29 -1.22
C -2.99 -11.31 -0.08
C -3.54 -12.23 0.97
Br -4.75 -11.20 2.10
H -3.79 -11.00 -0.74
H -2.50 -10.44 0.31
H -2.76 -12.56 1.64
H -4.09 -13.07 0.58
```

The total energy is -615571.962 eV. Its charge is 0. Its molar mass is 1178.73 g/mol. The HOMO energy comes out at -10.195 eV. The SMILES is C[N+](=O)[O-].C[N+](=O)[O-].C[N+](=O)[O-].C[N+](=O)[O-].C[N+](=O)[O-].C[N+](=O)[O-].C[N+](=O)[O-].BrCCBr.BrCCBr.BrCCBr.BrCCBr. Its lowest unoccupied orbital energy is -0.010 hartree. The gap between HOMO and LUMO is 9.918 eV. The energy relative to the best compared isomer or geometry (same formula, charge and spin) comes out at 0.000 eV.

---

Entry from the OMol25 dataset: a molecular structure, C50H120N2O6 at a distorted geometry (ωB97M-V/def2-TZVPD).

XYZ file:
```
178
Properties=species:S:1:pos:R:3
C 13.45 26.06 -19.43
C 12.50 25.34 -20.47
C 11.54 24.41 -19.84
C 10.66 23.67 -20.82
C 9.70 22.63 -20.22
C 8.91 21.96 -21.38
H 13.81 26.95 -19.94
H 14.29 25.40 -19.18
H 12.97 26.33 -18.49
H 11.89 25.95 -21.13
H 12.99 24.73 -21.22
H 10.83 24.89 -19.17
H 11.99 23.74 -19.11
H 10.16 24.48 -21.34
H 11.32 23.25 -21.59
H 10.30 21.84 -19.76
H 9.14 22.90 -19.33
H 9.56 21.37 -22.01
H 8.16 21.34 -20.89
H 8.37 22.66 -22.02
C 10.35 21.86 -17.81
C 9.13 20.98 -18.17
C 9.31 19.50 -18.60
C 9.79 18.58 -17.45
C 10.48 17.21 -17.98
C 11.14 16.47 -16.94
H 10.16 22.90 -17.52
H 11.08 21.99 -18.61
H 10.94 21.35 -17.04
H 8.50 21.07 -17.28
H 8.71 21.58 -18.98
H 10.10 19.40 -19.35
H 8.40 19.14 -19.07
H 10.56 19.06 -16.84
H 8.95 18.35 -16.81
H 9.65 16.63 -18.38
H 11.17 17.55 -18.76
H 11.57 15.62 -17.48
H 11.97 16.96 -16.44
H 10.41 16.13 -16.20
C 7.45 22.43 -24.20
C 7.08 21.45 -23.06
C 7.49 19.98 -23.17
C 7.57 19.31 -21.77
C 7.77 17.81 -21.97
C 8.31 17.13 -20.66
H 8.50 22.72 -24.27
H 6.88 23.36 -24.12
H 7.15 21.94 -25.12
H 7.46 21.84 -22.12
H 6.01 21.53 -22.91
H 8.44 19.94 -23.72
H 6.99 19.30 -23.87
H 8.47 19.74 -21.34
H 6.62 19.53 -21.28
H 6.95 17.25 -22.42
H 8.56 17.62 -22.69
H 9.20 17.53 -20.18
H 7.62 17.18 -19.82
H 8.51 16.08 -20.88
C 12.54 21.35 -26.21
C 11.95 22.29 -25.12
C 11.59 23.73 -25.65
C 10.89 24.60 -24.60
C 9.50 24.05 -24.26
C 8.68 24.96 -23.33
H 11.88 21.23 -27.08
H 12.74 20.35 -25.82
H 13.49 21.70 -26.62
H 11.07 21.89 -24.63
H 12.66 22.39 -24.30
H 11.04 23.55 -26.58
H 12.49 24.19 -26.05
H 11.66 24.82 -23.85
H 10.74 25.58 -25.04
H 9.05 23.93 -25.25
H 9.58 23.09 -23.75
H 9.11 25.17 -22.35
H 8.53 25.98 -23.66
H 7.71 24.53 -23.05
C 12.86 21.87 -20.16
C 14.04 22.13 -19.16
C 13.73 23.08 -17.99
C 14.82 22.87 -16.84
C 16.22 23.47 -17.12
C 17.23 23.17 -15.95
H 12.77 22.70 -20.86
H 11.91 21.67 -19.65
H 13.12 20.92 -20.62
H 14.35 21.17 -18.75
H 14.93 22.41 -19.72
H 12.74 22.83 -17.59
H 13.88 24.13 -18.24
H 14.38 23.37 -15.98
H 14.97 21.83 -16.55
H 16.63 23.10 -18.06
H 16.21 24.55 -17.24
H 18.24 23.46 -16.24
H 17.15 23.79 -15.05
H 17.19 22.13 -15.62
C 15.62 25.53 -19.96
C 16.21 24.43 -20.83
C 17.40 23.79 -20.15
C 17.90 22.51 -20.83
C 18.61 22.71 -22.17
C 19.02 21.34 -22.83
H 14.83 25.92 -20.59
H 16.35 26.24 -19.58
H 15.14 25.22 -19.03
H 15.45 23.67 -21.01
H 16.53 24.84 -21.79
H 17.09 23.49 -19.14
H 18.17 24.55 -20.08
H 18.64 22.01 -20.20
H 17.16 21.71 -20.92
H 17.90 23.17 -22.85
H 19.44 23.42 -22.14
H 19.77 20.83 -22.23
H 18.09 20.77 -22.78
H 19.25 21.55 -23.88
C 10.74 20.02 -20.41
C 10.88 19.66 -21.96
C 12.33 19.47 -22.55
C 13.12 20.80 -22.55
C 14.64 20.69 -22.32
C 15.34 22.03 -22.45
H 11.30 20.92 -20.18
H 11.19 19.22 -19.83
H 9.72 20.32 -20.16
H 10.35 18.73 -22.16
H 10.45 20.56 -22.42
H 12.33 18.95 -23.50
H 12.83 18.69 -21.96
H 12.95 21.37 -23.46
H 12.80 21.45 -21.73
H 15.03 20.18 -21.44
H 15.04 19.98 -23.06
H 15.14 22.67 -21.58
H 16.42 21.93 -22.53
H 15.14 22.48 -23.42
C 13.34 26.17 -16.36
C 14.73 26.12 -15.79
O 15.58 26.89 -16.50
O 12.63 27.38 -16.09
H 12.88 25.30 -15.90
H 13.32 25.96 -17.42
H 15.06 25.10 -15.63
H 14.68 26.48 -14.76
H 16.48 26.65 -16.26
H 12.10 27.25 -15.31
C 12.96 29.04 -19.40
C 13.69 28.67 -20.68
O 14.99 29.05 -20.59
O 13.25 28.05 -18.43
H 11.89 29.15 -19.55
H 13.29 30.01 -19.02
H 13.24 29.24 -21.49
H 13.68 27.60 -20.88
H 15.42 28.62 -19.84
H 14.19 28.00 -18.25
O 8.42 26.44 -16.27
C 9.57 26.58 -16.63
N 10.35 27.58 -16.20
C 10.13 25.63 -17.66
H 9.86 28.23 -15.60
H 11.34 27.70 -16.34
H 10.02 24.56 -17.46
H 11.16 25.98 -17.79
H 9.50 25.77 -18.54
O 11.39 28.20 -21.62
C 10.50 27.54 -21.10
N 9.53 27.12 -21.90
C 10.42 27.45 -19.59
H 8.75 26.64 -21.48
H 9.60 27.33 -22.88
H 10.65 26.42 -19.32
H 9.49 27.82 -19.17
H 11.20 28.13 -19.22
```

The total energy is -69033.078 eV. Its charge is 0. Its molar mass is 845.52 g/mol. The HOMO energy comes out at -8.485 eV. Its lowest unoccupied orbital energy is 0.011 hartree. The gap between HOMO and LUMO is 8.784 eV. The energy relative to the best compared isomer or geometry (same formula, charge and spin) comes out at 24.649 eV.

---

Entry from the OMol25 dataset: a molecular structure, C10H12N2O2S at a distorted geometry (ωB97M-V/def2-TZVPD).

XYZ file:
```
27
Properties=species:S:1:pos:R:3
O -2.35 -1.10 1.05
C -1.26 -0.75 0.37
N -1.17 0.49 -0.38
H -0.44 0.54 -0.91
C -2.36 1.21 -0.53
H -2.69 1.60 0.70
H -2.09 2.12 -0.75
C -3.70 0.89 -1.17
O -4.61 0.31 -0.23
H -4.02 -0.41 0.38
H -3.47 0.37 -1.83
H -4.33 1.81 -1.59
N -0.26 -1.74 0.26
C 1.04 -1.23 0.05
S 1.99 -2.61 -0.45
C 1.48 0.01 0.16
C 2.50 0.29 -0.88
C 2.98 1.66 -0.79
C 2.78 2.69 0.10
C 1.76 2.22 1.26
C 1.17 0.91 0.99
H 0.42 0.68 2.01
H 1.53 2.95 2.01
H 3.06 3.61 0.38
H 3.72 2.20 -1.87
H 2.82 -0.21 -1.73
H -0.48 -2.71 0.61
```

The total energy is -28465.681 eV. Its charge is 0. Its molar mass is 224.29 g/mol. The HOMO energy comes out at -8.683 eV. Its lowest unoccupied orbital energy is -0.057 hartree. The gap between HOMO and LUMO is 7.137 eV. The energy relative to the best compared isomer or geometry (same formula, charge and spin) comes out at 7.208 eV.

---

Entry from the OMol25 dataset: 2 unconnected molecules or ions with the total composition C4H12 at a distorted geometry (ωB97M-V/def2-TZVPD).

XYZ file:
```
16
Properties=species:S:1:pos:R:3
C 1.64 -0.35 -1.71
C 1.00 -0.22 -3.08
H 2.31 0.51 -1.52
H 0.88 -0.39 -0.93
H 2.33 -1.19 -1.76
H -0.04 0.12 -3.08
H 1.15 -1.09 -3.72
H 1.45 0.67 -3.58
C -1.27 0.30 1.72
C -1.53 0.18 3.19
H -1.62 -0.49 1.05
H -1.50 1.29 1.28
H -0.15 0.32 1.52
H -1.62 1.18 3.60
H -0.68 -0.32 3.72
H -2.36 -0.53 3.30
```

The total energy is -4330.503 eV. The expectation value of S² is 0.753. Its charge is +1. Its molar mass is 60.14 g/mol. The HOMO energy (spin up / spin down) comes out at -16.064 / -14.453 eV. Its lowest unoccupied orbital energy (spin up / spin down) is -0.107 / -0.425 hartree. The gap between HOMO and LUMO (spin up / spin down) is 13.142 / 2.897 eV. As for the multiplicity: 2. The energy relative to the best compared isomer or geometry (same formula, charge and spin) comes out at 0.729 eV.

---

Entry from the OMol25 dataset: a molecular structure, C38H39N3OP3Y (ωB97M-V/def2-TZVPD).

XYZ file:
```
85
Properties=species:S:1:pos:R:3
Y 0.39 0.55 -0.11
O -1.05 -1.60 -0.56
C 0.06 -1.50 -1.10
C 0.74 -2.42 -1.99
C 0.21 -3.54 -2.62
C 1.01 -4.27 -3.48
C 2.34 -3.90 -3.69
C 2.88 -2.79 -3.06
C 2.08 -2.03 -2.22
P 2.65 -0.54 -1.34
C 2.95 -1.01 0.39
C 3.15 0.05 1.28
C 3.43 -0.20 2.62
C 3.47 -1.51 3.08
C 3.23 -2.57 2.21
C 2.98 -2.33 0.87
C 4.24 -0.13 -2.11
C 5.44 -0.31 -1.43
C 6.64 0.02 -2.04
C 6.64 0.51 -3.34
C 5.44 0.69 -4.02
C 4.25 0.38 -3.41
H -0.82 -3.83 -2.43
H 0.61 -5.14 -3.98
H 2.95 -4.49 -4.36
H 3.91 -2.51 -3.25
H 3.20 1.07 0.91
H 3.63 0.62 3.29
H 3.70 -1.71 4.12
H 3.27 -3.58 2.57
H 2.82 -3.15 0.18
H 5.46 -0.71 -0.42
H 7.57 -0.13 -1.52
H 7.58 0.76 -3.82
H 5.45 1.06 -5.03
H 3.32 0.51 -3.94
C -1.66 0.91 5.29
N -2.52 0.91 4.11
C -3.18 -0.38 3.99
N -2.25 -1.51 3.96
C -1.40 -1.45 5.15
N -0.69 -0.18 5.29
C 0.34 -0.02 4.27
P -0.42 -0.02 2.58
C -1.76 1.23 2.92
C -1.47 -1.54 2.74
H -2.29 0.79 6.17
H -1.13 1.86 5.36
H -3.79 -0.40 3.09
H -3.84 -0.51 4.86
H -0.68 -2.27 5.12
H -2.03 -1.58 6.03
H 1.05 -0.84 4.34
H 0.88 0.92 4.44
H -2.43 1.27 2.05
H -1.31 2.22 3.04
H -0.82 -2.42 2.75
H -2.11 -1.62 1.86
C -1.82 4.18 -1.17
P -1.53 2.39 -1.10
C -3.16 1.61 -0.87
C -3.61 0.41 -1.41
C -4.84 -0.11 -1.03
C -5.63 0.55 -0.10
C -5.18 1.73 0.47
C -3.95 2.25 0.09
C -0.58 1.91 -2.58
C -0.73 0.76 -3.36
C 0.11 0.53 -4.44
C 1.10 1.44 -4.77
C 1.30 2.56 -3.97
C 0.48 2.78 -2.88
H -1.31 4.70 -0.36
H -2.89 4.36 -1.11
H -1.47 4.57 -2.12
H -3.04 -0.15 -2.13
H -5.18 -1.03 -1.47
H -6.59 0.14 0.19
H -5.78 2.26 1.19
H -3.63 3.18 0.55
H -1.53 0.05 -3.17
H -0.05 -0.35 -5.05
H 1.72 1.27 -5.64
H 2.09 3.26 -4.20
H 0.65 3.67 -2.28
```

The total energy is -75453.113 eV. Its charge is +2. Its molar mass is 735.58 g/mol. The HOMO energy comes out at -13.122 eV. Its lowest unoccupied orbital energy is -0.217 hartree. The gap between HOMO and LUMO is 7.225 eV. The energy relative to the best compared isomer or geometry (same formula, charge and spin) comes out at 0.583 eV.

---

Entry from the OMol25 dataset: a molecular structure, C3H4O2 (ωB97M-V/def2-TZVPD).

XYZ file:
```
9
Properties=species:S:1:pos:R:3
O -1.92 -1.12 0.01
C -0.79 -0.84 -0.01
C 0.43 -0.71 0.66
C 0.15 1.12 -0.52
O -0.30 0.31 -1.38
H 1.33 -0.76 0.07
H 0.47 -1.21 1.63
H 1.14 1.57 -0.66
H -0.51 1.63 0.20
```

The total energy is -7267.647 eV. Its charge is 0. Its molar mass is 72.06 g/mol. The HOMO energy comes out at -9.423 eV. Its lowest unoccupied orbital energy is 0.013 hartree. The gap between HOMO and LUMO is 9.778 eV. The energy relative to the best compared isomer or geometry (same formula, charge and spin) comes out at 3.039 eV.

---

Entry from the OMol25 dataset: a molecular structure, C26H31N4O3Sn (ωB97M-V/def2-TZVPD).

XYZ file:
```
65
Properties=species:S:1:pos:R:3
Sn -0.22 0.14 1.39
C 5.45 -1.81 -2.56
C 4.48 -1.33 -1.52
C 4.67 -0.19 -0.80
C 3.77 0.23 0.23
C 3.67 1.48 0.82
N 4.22 2.64 0.51
C 5.09 2.95 -0.62
C 4.44 2.80 -1.99
C 3.32 3.77 -2.32
N 2.04 3.42 -1.72
C 1.24 4.29 -1.15
C -0.05 4.00 -0.70
C -0.82 5.04 -0.11
C -2.10 4.85 0.30
C -2.94 5.94 0.90
C -2.64 3.55 0.13
C -1.94 2.49 -0.38
C -2.63 1.19 -0.46
N -2.20 0.09 0.01
C -3.03 -1.10 -0.13
C -2.25 -2.24 -0.75
C -1.16 -2.81 0.15
N 0.02 -1.94 0.25
C 1.10 -2.40 -0.26
C 2.38 -1.71 -0.31
C 3.27 -2.05 -1.29
C 2.71 -0.68 0.64
O 2.08 -0.55 1.71
C -0.59 2.67 -0.88
O 0.06 1.75 -1.44
H 6.27 -1.11 -2.69
H 4.96 -1.95 -3.52
H 5.88 -2.78 -2.27
H 5.55 0.40 -1.01
H 2.96 1.54 1.65
H 3.93 3.42 1.08
H 5.99 2.34 -0.56
H 5.42 3.98 -0.48
H 4.08 1.78 -2.14
H 5.23 2.95 -2.73
H 3.19 3.79 -3.40
H 3.57 4.79 -2.01
H 1.60 2.49 -1.84
H 1.62 5.30 -1.03
H -0.36 6.02 -0.01
H -2.38 6.87 0.97
H -3.28 5.67 1.90
H -3.83 6.13 0.30
H -3.67 3.38 0.45
H -3.62 1.19 -0.93
H -3.91 -0.87 -0.75
H -3.38 -1.38 0.86
H -1.81 -1.93 -1.71
H -2.95 -3.05 -0.97
H -0.85 -3.79 -0.23
H -1.56 -2.96 1.15
H 1.07 -3.37 -0.76
H 3.03 -2.88 -1.94
C -0.49 -1.98 3.89
C -1.28 -1.11 2.95
O -2.49 -1.04 3.03
H -1.13 -2.41 4.66
H 0.33 -1.41 4.34
H -0.01 -2.78 3.31
```

The total energy is -45393.387 eV. Its charge is +1. Its molar mass is 566.27 g/mol. The HOMO energy comes out at -9.424 eV. Its lowest unoccupied orbital energy is -0.126 hartree. The gap between HOMO and LUMO is 6.000 eV. The energy relative to the best compared isomer or geometry (same formula, charge and spin) comes out at 0.000 eV.